No. 1
Molecular formula: C30H35AuP2Si
Method: DFT, ωB97M-V/def2-TZVPD

Values from the calculation:
spin multiplicity	1
lowest unoccupied orbital energy	0.62	eV
HOMO	-8.1	eV
HOMO-LUMO gap	0.3221	hartree
net charge	0

Structure (XYZ):
```
69
C30H35AuP2Si | OMol25 | ωB97M-V/def2-TZVPD
Au 0.7316 1.2371 -1.2464
C -0.2371 -0.0803 1.7676
C -1.2663 0.9596 1.2674
P -1.4886 1.0870 -0.5725
C -2.5669 -0.2976 -1.0547
C -3.7601 -0.5598 -0.3872
C -4.5310 -1.6470 -0.7532
C -4.1256 -2.4663 -1.8011
C -2.9571 -2.1878 -2.4920
C -2.1771 -1.1020 -2.1183
C -2.6733 2.4703 -0.7119
C -2.6100 3.5842 0.1221
C -3.4872 4.6435 -0.0554
C -4.4208 4.6152 -1.0796
C -4.4686 3.5243 -1.9359
C -3.5967 2.4632 -1.7586
P -0.6140 -1.8979 1.4993
C -0.5849 -2.5721 3.2108
C -0.4209 -3.9584 3.2941
C -0.4320 -4.6034 4.5176
C -0.6208 -3.8736 5.6848
C -0.8222 -2.5060 5.6101
C -0.8116 -1.8568 4.3806
C 1.0693 -2.4307 0.9715
C 2.1991 -2.1028 1.7216
C 3.4617 -2.4451 1.2696
C 3.6097 -3.1324 0.0708
C 2.4918 -3.4849 -0.6665
C 1.2243 -3.1316 -0.2184
H -0.0704 0.0887 2.8321
H 0.7084 0.1109 1.2608
H -0.8608 1.9375 1.5379
H -2.2357 0.8472 1.7585
H -4.0809 0.0819 0.4251
H -5.4473 -1.8626 -0.2191
H -4.7302 -3.3191 -2.0826
H -2.6491 -2.8169 -3.3175
H -1.2498 -0.8811 -2.6351
H -1.8792 3.6308 0.9188
H -3.4362 5.4983 0.6069
H -5.1096 5.4396 -1.2101
H -5.1846 3.5027 -2.7475
H -3.6389 1.6118 -2.4265
H -0.2733 -4.5225 2.3795
H -0.3025 -5.6776 4.5588
H -0.6155 -4.3721 6.6455
H -0.9950 -1.9352 6.5142
H -0.9836 -0.7877 4.3534
H 2.0871 -1.5816 2.6654
H 4.3349 -2.1665 1.8464
H 4.5975 -3.3956 -0.2856
H 2.6037 -4.0251 -1.5983
H 0.3456 -3.3959 -0.7955
C 4.8554 1.3718 -3.5759
Si 3.7735 2.3843 -2.3978
C 4.8959 3.5384 -1.3965
C 2.6227 3.4514 -3.4561
C 2.8128 1.2992 -1.2052
H 5.4421 2.0193 -4.2309
H 4.2389 0.7263 -4.2064
H 5.5484 0.7296 -3.0275
H 5.5245 4.1659 -2.0321
H 5.5523 2.9642 -0.7383
H 4.2941 4.1968 -0.7649
H 3.1737 4.1511 -4.0895
H 1.9439 4.0290 -2.8241
H 2.0097 2.8202 -4.1042
H 3.0809 1.6269 -0.1920
H 3.1820 0.2683 -1.2804
```

=====

No. 2
Molecular formula: C11H58NO17
Method: DFT, ωB97M-V/def2-TZVPD

Values from the calculation:
spin multiplicity	1
lowest unoccupied orbital energy	-2.81	eV
HOMO	-12.0	eV
HOMO-LUMO gap	0.3384	hartree
ΔE to the lowest compared entry with this formula, charge and spin	427.3	kJ/mol
net charge	+1

Structure (XYZ):
```
87
C11H58NO17 | OMol25 | ωB97M-V/def2-TZVPD
C -0.3389 -2.3532 3.5422
C -0.6400 -1.0635 2.8633
C 0.2662 -0.7706 1.6691
C -0.3586 0.4804 0.8016
N 0.3918 1.0906 -0.3451
C 1.6938 1.6378 0.2814
C 1.6134 3.1292 0.3707
C 0.2336 3.3712 -0.1098
C -0.0928 2.3052 -1.0427
C 0.7282 0.0367 -1.4068
C -0.5197 -0.4275 -2.1959
C -0.2214 -1.6980 -3.1013
H -0.6270 -2.1657 4.6143
H 0.7469 -2.5965 3.5370
H -0.5866 -3.2734 2.9981
H -0.4776 -0.4027 3.7280
H -1.7794 -1.1680 2.8572
H 0.0045 -1.8416 0.9232
H 1.1994 -0.8030 1.7367
H -0.5788 1.0786 1.5559
H -1.2871 0.2665 0.6135
H 2.6125 1.5859 -0.2609
H 1.9921 1.2587 1.2248
H 2.3646 3.6130 -0.0436
H 2.0951 3.5773 1.3233
H 0.2329 4.3773 -0.6368
H -0.4569 3.5673 0.6834
H 0.3813 2.5753 -2.1683
H -1.1849 2.3004 -1.2605
H 1.2624 -0.6905 -0.9093
H 1.4311 0.4484 -2.0752
H -1.0881 0.2182 -2.6812
H -1.0988 -0.8734 -1.4375
H 0.6146 -1.5601 -3.7896
H -0.9396 -1.9939 -3.6989
H -0.2813 -2.5926 -2.5107
O -2.8732 -4.1699 -4.5082
H -2.0012 -4.0743 -4.8687
H -3.5433 -3.4480 -4.5390
O -3.1589 -2.9241 0.4349
H -3.2137 -3.3859 1.2748
H -2.2711 -3.0783 0.1856
O 3.0453 -2.5149 0.8869
H 2.8246 -3.1130 1.4273
H 3.5367 -1.7003 1.3727
O 2.4877 -4.4892 3.1257
H 2.2694 -5.2824 3.5325
H 3.0398 -4.2028 3.9126
O -2.0917 4.0867 -2.8568
H -1.4311 4.8218 -3.3609
H -1.7339 4.1968 -2.0051
O -1.8072 2.8441 3.3441
H -2.1273 3.5823 2.7781
H -1.3894 3.3571 4.1281
O -2.0453 -0.0501 6.5908
H -1.8635 -0.9194 6.9058
H -1.1267 0.2199 6.2628
O -0.9567 -4.4724 -0.9380
H -0.3138 -4.8031 -1.4680
H -0.6801 -4.8341 -0.1276
O -0.1010 5.8492 2.7149
H 0.1489 6.1455 1.9686
H -1.0181 6.0129 2.6258
O 0.0172 -5.5439 1.4256
H -0.5101 -5.9100 2.2068
H 0.8515 -5.2419 1.5790
O 2.9786 3.5511 -3.0389
H 2.5438 3.4679 -3.8699
H 2.8572 4.4738 -2.7508
O -0.3970 -4.2020 -5.6750
H -0.1332 -3.2927 -5.8061
H 0.5519 -4.6695 -5.4617
O 3.3752 -3.3613 4.8073
H 3.3067 -2.4904 4.9999
H 4.1125 -3.6407 5.3534
O -3.0007 2.0614 -4.4786
H -2.4007 2.6287 -3.8618
H -3.2026 1.0947 -3.9683
O -0.5317 -1.4471 -6.6890
H -1.0909 -0.7016 -6.3693
H -1.0499 -2.0631 -7.1309
O 4.3198 5.1476 1.1442
H 3.5186 5.7094 0.8734
H 4.5041 5.4289 2.0947
O -2.9667 4.5660 -0.0792
H -2.5491 5.4874 0.1167
H -4.0165 4.6498 0.1291
```

=====

No. 3
Molecular formula: C24H29ClN2O2PRu
Method: DFT, ωB97M-V/def2-TZVPD

Values from the calculation:
expectation value of S²	8.786
spin multiplicity	6
lowest unoccupied orbital energy (spin up / spin down)	-6.41 / -10.96	eV
HOMO (spin up / spin down)	-13.0 / -14.0	eV
HOMO-LUMO gap (spin up / spin down)	0.2417 / 0.1136	hartree
net charge	+2

Structure (XYZ):
```
60
C24H29ClN2O2PRu | OMol25 | ωB97M-V/def2-TZVPD
Ru 0.0864 -0.3498 0.5909
Cl -1.1408 -2.2903 0.4916
C 1.8635 -0.7176 0.5102
O 3.0214 -0.9057 0.5178
P -0.0733 -0.2419 -1.5348
C 0.4860 1.3950 -2.1548
C 0.9786 -1.4306 -2.4683
C -1.7146 -0.4347 -2.2849
C 0.4979 -2.7200 -2.7193
C 1.2989 -3.6374 -3.4046
C 2.5991 -3.2841 -3.7871
C 3.0987 -2.0098 -3.4886
C 2.2912 -1.0882 -2.8173
H -0.4958 -3.0098 -2.3715
H 0.9038 -4.6289 -3.6359
H 3.2316 -4.0057 -4.3083
H 4.1168 -1.7288 -3.7693
H 2.6755 -0.0963 -2.5778
C 1.3421 2.1710 -1.3662
C 1.8732 3.3561 -1.8930
C 1.4993 3.7722 -3.1733
C 0.5894 3.0240 -3.9278
C 0.0698 1.8385 -3.4132
H 1.5799 1.8447 -0.3494
H 2.5678 3.9506 -1.2966
H 1.9043 4.6994 -3.5875
H 0.2815 3.3458 -4.9245
H -0.6523 1.2543 -3.9787
C -1.8485 -0.7937 -3.6314
C -3.1205 -0.8697 -4.2042
C -4.2492 -0.6147 -3.4141
C -4.1107 -0.2682 -2.0644
C -2.8386 -0.1693 -1.4979
H -0.9613 -0.9914 -4.2342
H -3.2101 -1.1159 -5.2647
H -5.2431 -0.6747 -3.8628
H -4.9885 -0.0605 -1.4478
H -2.7111 0.0955 -0.4449
H -0.4432 4.5207 1.6028
H -0.8707 4.5412 1.0083
C -2.3395 -0.0435 3.5689
N -1.2293 -0.1301 4.5069
C -1.5690 0.0459 5.9048
C 0.0189 -0.1642 3.9856
O 0.1092 -0.1825 2.7248
N 1.1926 -0.1413 4.6693
C 1.4357 -0.1867 6.0990
C 2.4023 -0.1324 3.8721
H -3.2648 -0.0979 4.1488
H -2.3021 -0.8669 2.8458
H -2.3073 0.9069 3.0138
H -1.2634 -0.8211 6.5012
H -1.1266 0.9635 6.3108
H -2.6565 0.1342 5.9677
H 1.8729 -1.1521 6.3962
H 2.1534 0.6033 6.3568
H 0.5303 -0.0249 6.6711
H 2.5371 -1.0866 3.3450
H 2.3780 0.6817 3.1377
H 3.2437 0.0231 4.5515
```

=====

No. 4
Molecular formula: C29H31N5O7
Method: DFT, ωB97M-V/def2-TZVPD

Values from the calculation:
spin multiplicity	1
lowest unoccupied orbital energy	-0.83	eV
SMILES	CNC(=O)[C@H](Cc1c[nH]c2ccccc12)NC(C)=O.COc1cc(/N=N/c2ccccc2C(=O)O)cc(OC)c1O
HOMO	-7.9	eV
HOMO-LUMO gap	0.2608	hartree
ΔE to the lowest compared entry with this formula, charge and spin	215.0	kJ/mol
net charge	0

Structure (XYZ):
```
72
C29H31N5O7 | OMol25 | ωB97M-V/def2-TZVPD
O 6.1079 -3.4478 1.9591
O -2.0307 4.4773 2.6717
O -3.0342 4.4321 -1.9029
N 1.5663 -3.0995 -1.0327
N 2.5150 -2.9601 -0.1850
O 5.1256 -2.2630 0.3240
O -0.2968 1.0265 -4.2639
O 1.8724 1.4870 -2.7448
O -1.5028 -1.4776 -4.3566
C 5.1283 -3.2419 1.2570
C -2.6941 3.4524 2.5960
C -3.3204 4.2952 -0.7197
C -1.9063 -0.2901 0.3414
C -1.4344 0.9497 0.0776
C 1.7800 -5.8987 1.9675
C 2.9742 -6.0451 2.6598
C 2.1436 1.7129 1.3742
C 2.3702 0.4669 1.9868
C 1.6557 -4.8781 1.0294
C 1.7927 -0.7861 -1.8615
C 0.1136 -2.2896 -2.7148
C 4.0325 -5.1703 2.4121
C 0.9245 1.9769 0.7196
C 1.3775 -0.5259 1.9430
C 1.1940 -2.0535 -1.8645
C 2.7134 -3.9795 0.7506
C 1.3069 0.2344 -2.6950
C -0.4183 -1.2778 -3.5302
C 0.1882 -0.0098 -3.5052
C 3.9381 -4.1218 1.4632
C -0.0944 1.0010 0.6586
C 0.1708 -0.2528 1.2854
N -0.9627 -1.0016 1.0568
N -4.3602 5.0166 -0.2766
N -3.0382 2.8836 1.4407
C 3.3037 1.4992 -2.8368
C -2.4658 -2.4616 -3.9580
C -3.1834 2.7764 3.8553
C -4.9259 5.1746 1.0609
C -2.1637 2.0235 -0.6739
C -2.4987 3.2916 0.1342
H 6.0039 -1.8621 0.3860
H 0.1965 1.8295 -4.0200
H -2.8714 -0.6628 0.0219
H 0.9520 -6.5767 2.1550
H 3.0873 -6.8398 3.3918
H 2.9110 2.4740 1.4067
H 3.3093 0.2704 2.4856
H 0.7068 -4.7901 0.5118
H 2.6190 -0.5908 -1.1864
H -0.3152 -3.2837 -2.7152
H 4.9500 -5.3180 2.9769
H 0.7625 2.9372 0.2536
H 1.5470 -1.4913 2.3940
H -1.0743 -1.9652 1.3325
H -4.7663 5.5872 -1.0021
H -3.5541 2.0220 1.4763
H 3.6640 0.7325 -3.5314
H 3.6377 2.4752 -3.2001
H 3.7546 1.3281 -1.8543
H -2.7088 -2.3664 -2.8945
H -3.3867 -2.3230 -4.5320
H -2.0903 -3.4707 -4.1535
H -2.8713 3.3669 4.7167
H -4.2687 2.7032 3.8324
H -2.7404 1.7843 3.9209
H -5.3021 4.2218 1.4341
H -5.7543 5.8835 1.0220
H -4.1699 5.5723 1.7401
H -1.5476 2.3031 -1.5302
H -3.0932 1.6058 -1.0635
H -1.5513 3.7978 0.3219
```

=====

No. 5
Molecular formula: C12H8Cl3GeIrN2O2S3
Method: DFT, ωB97M-V/def2-TZVPD

Values from the calculation:
spin multiplicity	1
lowest unoccupied orbital energy	4.36	eV
HOMO	-2.1	eV
HOMO-LUMO gap	0.2384	hartree
ΔE to the lowest compared entry with this formula, charge and spin	92.2	kJ/mol
net charge	-2

Structure (XYZ):
```
32
C12H8Cl3GeIrN2O2S3 | OMol25 | ωB97M-V/def2-TZVPD
Ir 1.2871 -0.5871 0.4644
S 3.5481 -0.3245 0.4594
C 3.8077 1.3882 0.2351
C 5.1032 1.9191 0.2698
C 5.3240 3.2670 0.0664
C 4.2439 4.1193 -0.1737
C 2.9616 3.6071 -0.2067
C 2.7252 2.2415 -0.0076
S 1.0958 1.6099 -0.0921
H 5.9337 1.2487 0.4619
H 6.3336 3.6606 0.0996
H 4.4072 5.1797 -0.3267
H 2.1132 4.2576 -0.3856
O -0.7692 -0.9040 0.1660
N -1.2028 -2.0786 0.6221
C -2.5228 -2.1495 0.8911
C -3.0965 -3.3237 1.2960
C -2.2849 -4.4510 1.4351
C -0.9427 -4.3528 1.1648
C -0.3665 -3.1414 0.7491
S 1.3045 -2.9660 0.3872
H -3.0662 -1.2259 0.7468
H -4.1561 -3.3387 1.5032
H -2.7033 -5.3927 1.7675
H -0.2786 -5.1978 1.2788
O 0.7065 -1.2666 4.7010
C 0.8296 -1.0487 3.5243
N 0.9398 -0.8235 2.3800
Cl -4.5867 2.5553 -2.1926
Ge -3.6361 1.8792 -0.1896
Cl -4.6377 3.5193 1.0984
Cl -5.2312 0.2081 0.2727
```

=====

No. 6
Molecular formula: C8H24F3O4Pb
Method: DFT, ωB97M-V/def2-TZVPD

Values from the calculation:
spin multiplicity	1
lowest unoccupied orbital energy	3.00	eV
HOMO	-4.6	eV
HOMO-LUMO gap	0.2788	hartree
ΔE to the lowest compared entry with this formula, charge and spin	0.0	kJ/mol
net charge	-1

Structure (XYZ):
```
40
C8H24F3O4Pb | OMol25 | ωB97M-V/def2-TZVPD
Pb -0.2263 0.5717 0.1164
F -0.1120 2.9598 -0.2234
F -1.6001 1.4911 1.9534
F 0.3644 -1.8660 0.2845
C -3.5497 -1.1449 -0.4517
C -3.9356 0.3160 -0.4510
O -2.7716 1.0854 -0.7511
H -3.4407 -1.5272 -1.4700
H -4.3705 -1.7413 -0.0453
H -2.6248 -1.3470 0.0874
H -4.3512 0.6735 0.4922
H -4.6701 0.4604 -1.2550
H -2.9957 2.0208 -0.7602
C -1.3819 0.3936 -4.0592
C -0.7130 -0.5201 -3.0552
O 0.4200 0.1052 -2.4342
H -0.7698 0.4683 -4.9668
H -1.4166 1.4289 -3.7199
H -2.3650 0.0059 -4.3258
H -0.3059 -1.4235 -3.5183
H -1.3937 -0.8097 -2.2599
H 1.1271 0.1957 -3.0783
C 0.6056 -1.2734 4.4651
C 1.5015 -0.4112 3.5887
O 1.0383 -0.3056 2.2700
H 0.9038 -1.2385 5.5145
H 0.6121 -2.2841 4.0456
H -0.4361 -0.9503 4.4535
H 2.5507 -0.7430 3.5985
H 1.5483 0.5561 4.0993
H 0.8985 -1.2181 1.9362
C 3.8798 -0.2136 0.3658
C 3.6362 1.1077 -0.3372
O 2.2583 1.4680 -0.0998
H 3.1593 -0.9740 0.0621
H 3.7179 -0.0613 1.4339
H 4.9112 -0.5245 0.1859
H 3.6645 1.0310 -1.4299
H 4.3858 1.8205 0.0166
H 2.2469 2.4176 -0.2774
```

=====

No. 7
Molecular formula: C3H6N4O
Method: DFT, ωB97M-V/def2-TZVPD

Values from the calculation:
spin multiplicity	1
lowest unoccupied orbital energy	0.75	eV
SMILES	ONC1=NCC=NN1
HOMO	-8.8	eV
HOMO-LUMO gap	0.3520	hartree
ΔE to the lowest compared entry with this formula, charge and spin	511.0	kJ/mol
net charge	0

Structure (XYZ):
```
14
C3H6N4O | OMol25 | ωB97M-V/def2-TZVPD
C 0.4217 -0.3064 -0.1227
C -1.6793 -0.0182 0.5256
C -1.5666 1.1961 -0.3741
H 3.0754 -0.9154 0.6151
H 1.0110 -2.1825 -0.1038
H -2.7230 -0.4523 0.5352
H -1.2319 0.4070 1.5882
H -2.6522 1.5914 -0.6763
H 1.4976 1.1357 -0.6157
N 1.5023 -1.2886 -0.3957
N -0.6255 -0.9149 0.1412
N -0.4493 1.6746 -0.8103
N 0.5878 0.9967 -0.0284
O 2.8319 -0.9231 -0.2782
```